The following is a DFT calculation (ωB97M-V with the def2-TZVPD basis set) of 4 unconnected molecules or ions with the total composition C36H81BN3O5 in a non-equilibrium geometry.

Each atom is followed by the atoms it is bonded to, with distances in Å.
CARTESIAN COORDINATES (ANGSTROEM)
1 C 1.4154 -4.4767 0.4622  C2 1.545, H34 1.090, H35 1.092, H36 1.095
2 C 2.1673 -3.5495 1.4427  C1 1.545, C3 1.541, H37 1.091, H38 1.093
3 C 1.5726 -2.1348 1.5850  C2 1.541, C4 1.533, H39 1.098, H40 1.096
4 C 2.6075 -1.0112 1.4563  C3 1.533, C5 1.550, H41 1.096, H42 1.094
5 C 3.3539 -0.9102 0.1013  C4 1.550, C6 1.535, H43 1.095, H44 1.094
6 C 2.7299 -1.6367 -1.0987  C5 1.535, C7 1.538, H45 1.090, H46 1.093
7 C 2.9554 -0.9431 -2.4532  C6 1.538, C8 1.528, H47 1.099, H48 1.092
8 C 4.4023 -0.7662 -2.9124  C7 1.528, C9 1.541, H49 1.098, H50 1.096
9 C 5.1800 0.4926 -2.4833  C8 1.541, C10 1.552, H51 1.093, H52 1.093
10 C 4.4808 1.8423 -2.7981  C9 1.552, C11 1.546, H53 1.094, H54 1.093
11 C 4.2862 2.7945 -1.5965  C10 1.546, C12 1.536, H55 1.095, H56 1.093
12 C 2.8746 2.7819 -0.9898  C11 1.536, C13 1.551, H57 1.093, H58 1.086
13 C 1.8956 3.8466 -1.5510  C12 1.551, C14 1.537, H59 1.098, H60 1.096
14 C 0.5061 3.2562 -1.8375  C13 1.537, B15 1.618, C19 1.535, N33 1.510
15 B -0.2782 2.9715 -0.4508  C14 1.618, O16 1.367, C17 1.572
16 O 0.1470 1.8580 0.2187  B15 1.367, H61 0.953
17 C -1.4074 3.9021 0.1230  B15 1.572, C18 1.545, H62 1.094, H63 1.094
18 C -0.7676 5.0068 0.9941  C17 1.545, H64 1.092, H65 1.092, H66 1.090
19 C -0.3716 4.0462 -2.8190  C14 1.535, N20 1.490, H67 1.087, H68 1.094
20 N -1.4126 3.0234 -3.1182  C19 1.490, C21 1.385, H69 1.012
21 C -0.7632 1.8135 -2.9384  N20 1.385, N22 1.300, N33 1.400
22 N -1.3515 0.6563 -2.9987  C21 1.300, C23 1.475, H70 1.010
23 C -0.6421 -0.6144 -2.7586  N22 1.475, C24 1.523, H71 1.094, H72 1.094
24 C -1.6301 -1.7593 -2.5743  C23 1.523, C25 1.536, H73 1.093, H74 1.095
25 C -2.4185 -2.1537 -3.8319  C24 1.536, C26 1.544, H75 1.091, H76 1.096
26 C -3.7136 -1.3614 -4.1132  C25 1.544, C27 1.545, H77 1.098, H78 1.094
27 C -4.6385 -1.1608 -2.8916  C26 1.545, C28 1.533, H79 1.092, H80 1.095
28 C -4.5519 0.2324 -2.2586  C27 1.533, C29 1.523, H81 1.102, H82 1.097
29 C -5.7626 0.5898 -1.4060  C28 1.523, C30 1.518, H83 1.095, H84 1.093
30 C -5.7896 2.0675 -1.0593  C29 1.518, O31 1.408, H85 1.104, H86 1.098
31 O -6.6560 2.2742 0.0317  C30 1.408, C32 1.410
32 C -6.5588 3.5648 0.5907  O31 1.410, H87 1.096, H88 1.088, H89 1.095
33 N 0.5800 1.9342 -2.5635  C14 1.510, C21 1.400, H90 1.024
34 H 2.0882 -4.9610 -0.2456  C1 1.090
35 H 0.8587 -5.2500 0.9963  C1 1.092
36 H 0.6825 -3.9157 -0.1274  C1 1.095
37 H 3.2182 -3.4803 1.1597  C2 1.091
38 H 2.1082 -4.0247 2.4249  C2 1.093
39 H 0.7496 -1.9669 0.8783  C3 1.098
40 H 1.1117 -2.0479 2.5750  C3 1.096
41 H 2.1047 -0.0667 1.6928  C4 1.096
42 H 3.3579 -1.1524 2.2396  C4 1.094
43 H 3.4375 0.1546 -0.1384  C5 1.095
44 H 4.3829 -1.2534 0.2432  C5 1.094
45 H 1.6510 -1.7256 -0.9682  C6 1.090
46 H 3.1830 -2.6283 -1.1802  C6 1.093
47 H 2.4698 -1.5844 -3.2026  C7 1.099
48 H 2.4113 0.0032 -2.4696  C7 1.092
49 H 4.3781 -0.7272 -4.0095  C8 1.098
50 H 4.9780 -1.6665 -2.6675  C8 1.096
51 H 5.4247 0.4549 -1.4182  C9 1.093
52 H 6.1329 0.4657 -3.0181  C9 1.093
53 H 5.1003 2.3825 -3.5208  C10 1.094
54 H 3.5233 1.6620 -3.2944  C10 1.093
55 H 4.5494 3.8153 -1.8907  C11 1.095
56 H 4.9872 2.5282 -0.8007  C11 1.093
57 H 2.9351 2.8971 0.0956  C12 1.093
58 H 2.4259 1.8061 -1.1510  C12 1.086
59 H 2.2886 4.3566 -2.4403  C13 1.098
60 H 1.7540 4.6228 -0.7902  C13 1.096
61 H -0.5059 1.5303 0.8309  O16 0.953
62 H -1.9730 4.3573 -0.6951  C17 1.094
63 H -2.1158 3.3228 0.7225  C17 1.094
64 H -0.3506 5.8108 0.3839  C18 1.092
65 H 0.0273 4.6062 1.6273  C18 1.092
66 H -1.5129 5.4430 1.6597  C18 1.090
67 H -0.8106 4.9470 -2.3980  C19 1.087
68 H 0.1999 4.2868 -3.7209  C19 1.094
69 H -1.8611 3.0869 -4.0228  N20 1.012
70 H -2.3381 0.6398 -3.2129  N22 1.010
71 H 0.0726 -0.8002 -3.5654  C23 1.094
72 H -0.0510 -0.4780 -1.8487  C23 1.094
73 H -2.2934 -1.5156 -1.7406  C24 1.093
74 H -1.0321 -2.6158 -2.2453  C24 1.095
75 H -2.6914 -3.2059 -3.7375  C25 1.091
76 H -1.7618 -2.0739 -4.7055  C25 1.096
77 H -3.5021 -0.3974 -4.5952  C26 1.098
78 H -4.2640 -1.9287 -4.8693  C26 1.094
79 H -5.6786 -1.3831 -3.1405  C27 1.092
80 H -4.3475 -1.8882 -2.1266  C27 1.095
81 H -4.4350 0.9903 -3.0500  C28 1.102
82 H -3.6782 0.2660 -1.5960  C28 1.097
83 H -6.6739 0.2983 -1.9394  C29 1.095
84 H -5.7322 -0.0013 -0.4870  C29 1.093
85 H -4.7713 2.3958 -0.7887  C30 1.104
86 H -6.1196 2.6672 -1.9172  C30 1.098
87 H -5.8563 3.5676 1.4317  C32 1.096
88 H -7.5425 3.8612 0.9497  C32 1.088
89 H -6.2144 4.2982 -0.1452  C32 1.095
90 H 1.0877 2.0172 -3.4485  N33 1.024
91 C -0.9332 -0.3326 5.6308  C92 1.519, H95 1.093, H96 1.089, H97 1.090
92 C -0.9976 -0.2933 4.1132  C91 1.519, C93 1.522, O94 1.427, H98 1.092
93 C -1.8821 0.8459 3.6271  C92 1.522, H99 1.093, H100 1.090, H101 1.091
94 O -1.4578 -1.5389 3.5902  C92 1.427, H102 0.962
95 H -1.9304 -0.4975 6.0479  C91 1.093
96 H -0.2935 -1.1496 5.9622  C91 1.089
97 H -0.5434 0.6012 6.0370  C91 1.090
98 H 0.0102 -0.1742 3.7093  C92 1.092
99 H -2.9049 0.7133 3.9888  C93 1.093
100 H -1.9197 0.8630 2.5378  C93 1.090
101 H -1.5182 1.8122 3.9784  C93 1.091
102 H -2.3505 -1.6803 3.9183  O94 0.962
103 C -5.2044 -4.3381 1.0815  C104 1.519, H107 1.093, H108 1.090, H109 1.090
104 C -4.0760 -3.4201 0.6432  C103 1.519, C105 1.520, O106 1.433, H110 1.093
105 C -2.9498 -3.3818 1.6635  C104 1.520, H111 1.093, H112 1.090, H113 1.090
106 O -4.5730 -2.0990 0.3958  C104 1.433, H114 0.962
107 H -5.6355 -3.9829 2.0213  C103 1.093
108 H -5.9990 -4.3550 0.3357  C103 1.090
109 H -4.8479 -5.3569 1.2336  C103 1.090
110 H -3.6849 -3.7592 -0.3192  C104 1.093
111 H -3.3222 -3.0022 2.6189  C105 1.093
112 H -2.1453 -2.7219 1.3378  C105 1.090
113 H -2.5346 -4.3756 1.8320  C105 1.090
114 H -4.9298 -1.7628 1.2233  O106 0.962
115 C 6.8513 -0.2896 5.3340  C116 1.520, H119 1.093, H120 1.090, H121 1.090
116 C 6.0026 -1.1526 4.4145  C115 1.520, C117 1.520, O118 1.430, H122 1.091
117 C 6.7754 -2.3555 3.8975  C116 1.520, H123 1.094, H124 1.090, H125 1.090
118 O 5.4948 -0.3782 3.3247  C116 1.430, H126 0.961
119 H 7.7196 0.0970 4.7935  C115 1.093
120 H 6.2774 0.5627 5.6973  C115 1.090
121 H 7.2100 -0.8587 6.1919  C115 1.090
122 H 5.1169 -1.4946 4.9524  C116 1.091
123 H 7.6414 -2.0264 3.3164  C117 1.094
124 H 6.1468 -2.9632 3.2459  C117 1.090
125 H 7.1325 -2.9798 4.7168  C117 1.090
126 H 6.2474 -0.0538 2.8221  O118 0.961

Values from the calculation:
HOMO energy in eV: -11.73
Charge: +1
E in hartree: -1985.40560